Entry 1:
This record from the Open Molecules 2025 dataset describes an isolated ion of composition C6H3O3 and charge -1 at a distorted geometry. The level of theory is ωB97M-V/def2-TZVPD.

## Properties
LUMO energy (spin up / spin down) = 2.92 / 2.92 eV
structure (SMILES) = O=C([O-])C1=CC=CC1=O
energy above the lowest of the compared OMol25 structures with the same formula, charge and spin = 0.0 kcal per mole
orbital gap (spin up / spin down) = 7.18 / 7.19 eV

```
! RIJCOSX wB97M-V def2-TZVPD def2/J DEFGRID3
* xyz -1 1
C 1.059 1.237 0.251
C 0.513 1.235 -0.959
C 0.659 0.045 0.999
C -0.277 0.043 -1.267
C -1.211 -1.704 0.705
C -0.228 -0.645 0.271
O -2.332 -1.132 0.849
O -0.898 -2.910 0.797
O -0.607 -0.146 -2.452
H 1.659 1.967 0.554
H 0.584 2.028 -1.789
H 1.080 -0.019 2.041
*
```

***

Entry 2:
This record from the Open Molecules 2025 dataset describes C12H13BNNaO7 as an isolated structure. The level of theory is ωB97M-V/def2-TZVPD.

## Properties
LUMO energy = 4.29 eV
orbital gap = 5.63 eV

```
! RIJCOSX wB97M-V def2-TZVPD def2/J DEFGRID3
* xyz -2 1
Na 0.177 0.788 0.314
O -1.070 -2.163 -1.155
C 0.013 -2.044 -2.051
C 1.356 -2.277 -1.374
N 1.816 -1.131 -0.607
C 2.229 -1.460 0.740
C 1.061 -1.991 1.617
O 1.361 -2.800 2.507
O -0.086 -1.539 1.335
C 2.666 -0.223 -1.352
C 1.987 1.017 -2.021
O 2.758 1.710 -2.707
O 0.762 1.181 -1.807
H -0.748 -1.943 -0.249
H 0.023 -1.056 -2.525
H -0.128 -2.805 -2.833
H 2.110 -2.547 -2.135
H 1.253 -3.140 -0.708
H 2.578 -0.542 1.224
H 3.058 -2.188 0.784
H 3.188 -0.755 -2.163
H 3.455 0.167 -0.702
O 0.738 3.966 2.060
B 0.189 2.609 2.185
O 0.573 2.232 3.548
C 1.260 3.241 4.110
C 1.818 3.316 5.372
C 2.487 4.496 5.709
C 2.586 5.548 4.808
C 2.021 5.465 3.533
C 1.360 4.297 3.204
H 1.740 2.482 6.057
H 2.939 4.589 6.690
H 3.115 6.451 5.095
H 2.098 6.273 2.817
*
```

***

Entry 3:
This record from the Open Molecules 2025 dataset describes a 12-piece molecular cluster, C35H61N12O13 overall at a distorted geometry. The level of theory is ωB97M-V/def2-TZVPD.

## Properties
LUMO energy = -5.46 eV
energy above the lowest of the compared OMol25 structures with the same formula, charge and spin = 0.4 kcal per mole
orbital gap = 4.17 eV

```
! RIJCOSX wB97M-V def2-TZVPD def2/J DEFGRID3
* xyz 1 1
C 1.159 0.521 -2.216
C -0.018 -0.420 -2.167
C 0.474 -1.856 -1.900
C 0.869 -2.091 -0.346
C -0.339 -1.676 0.612
C -0.839 -0.222 0.392
N -0.856 -0.001 -1.066
O -1.745 0.942 -1.441
C 0.071 0.747 1.127
C -2.259 -0.241 1.031
C -0.767 -0.439 -3.506
H 1.501 0.894 -1.187
H 0.638 1.361 -2.634
H 1.797 0.144 -3.097
H 1.178 -2.182 -2.548
H -0.292 -2.554 -2.103
H 1.780 -1.542 -0.021
H 0.960 -3.176 -0.232
H -0.122 -1.976 1.615
H -1.005 -2.329 0.440
H -0.181 1.939 0.893
H 1.084 0.619 0.923
H 0.066 0.813 2.252
H -2.695 0.705 0.861
H -1.980 -0.075 2.045
H -2.908 -0.935 0.530
H -0.344 -1.109 -4.109
H -0.765 0.524 -3.983
H -1.711 -0.770 -3.418
N 1.179 -1.504 -6.599
C 2.438 -1.291 -6.176
C 2.572 0.198 -6.066
C 1.233 0.702 -6.343
C 0.335 -0.445 -6.686
H 0.830 -2.393 -6.905
H 3.390 -1.932 -5.965
H 3.531 0.749 -5.741
H 0.919 1.798 -6.314
H -0.617 -0.498 -7.183
N 1.481 -6.725 -1.208
C 2.452 -6.964 -2.162
C 1.980 -6.151 -3.430
C 0.788 -5.454 -3.035
C 0.411 -5.931 -1.682
H 1.489 -6.920 -0.287
H 3.224 -7.713 -2.057
H 2.432 -6.016 -4.413
H 0.225 -4.629 -3.617
H -0.377 -5.769 -0.934
N 0.519 4.101 5.382
C 1.059 4.962 4.452
C 2.007 4.191 3.561
C 1.832 2.797 3.932
C 0.828 2.785 5.124
H -0.162 4.255 6.159
H 0.587 6.007 4.411
H 2.675 4.593 2.664
H 2.292 2.197 3.375
H 0.341 2.078 5.475
N 4.239 -1.888 -1.098
C 4.456 -0.885 -2.025
C 4.437 -1.528 -3.324
C 4.026 -3.016 -3.136
C 3.925 -3.134 -1.666
H 4.333 -1.663 -0.045
H 4.682 0.302 -1.920
H 4.719 -1.073 -4.220
H 3.659 -3.613 -3.837
H 3.884 -4.076 -1.237
N -2.519 5.418 3.282
C -3.196 6.041 2.200
C -3.324 5.078 0.967
C -2.628 3.852 1.494
C -1.995 4.229 2.923
H -2.294 5.798 4.271
H -3.396 7.038 2.259
H -3.894 5.215 0.214
H -2.406 3.004 0.916
H -1.527 3.540 3.507
C 4.396 -2.161 3.751
N 3.503 -1.650 2.713
O 2.319 -1.321 2.982
O 3.813 -1.729 1.538
H 5.396 -1.718 3.660
H 4.418 -3.136 3.587
H 4.003 -1.941 4.608
C -2.907 2.237 5.796
N -2.881 1.441 4.609
O -1.834 0.853 4.290
O -3.889 1.162 4.153
H -2.121 3.071 5.748
H -2.791 1.533 6.631
H -3.842 2.600 6.090
C -4.763 1.734 -2.222
N -4.776 1.379 -3.596
O -5.896 1.285 -4.174
O -3.726 0.972 -4.041
H -4.791 0.981 -1.538
H -5.640 2.513 -2.163
H -3.913 2.337 -1.980
C -4.769 -3.742 -2.178
N -3.987 -2.600 -1.653
O -2.831 -2.695 -1.352
O -4.507 -1.484 -1.752
H -5.765 -3.405 -2.552
H -4.947 -4.277 -1.434
H -4.330 -4.295 -2.959
C 0.030 6.037 0.624
N 1.014 5.177 0.011
O 0.695 4.152 -0.657
O 2.202 5.523 0.016
H -0.834 6.106 -0.109
H 0.552 6.888 0.500
H -0.194 5.787 1.652
C 0.359 -1.258 5.326
N 0.861 -2.641 5.394
O 1.939 -2.957 5.958
O 0.009 -3.450 4.951
H -0.375 -1.146 4.320
H 1.294 -0.456 5.110
H -0.296 -1.087 6.314
*
```

***

Entry 4:
This record from the Open Molecules 2025 dataset describes C28H40IInNO8PSb2 as an isolated structure. The level of theory is ωB97M-V/def2-TZVPD.

## Properties
LUMO energy = 3.60 eV
energy above the lowest of the compared OMol25 structures with the same formula, charge and spin = 0.0 kcal per mole
orbital gap = 7.30 eV

```
! RIJCOSX wB97M-V def2-TZVPD def2/J DEFGRID3
* xyz -2 1
In -1.058 0.618 -0.260
C -0.753 -5.017 3.627
Sb -0.342 -3.150 2.597
C -2.080 -2.178 3.415
C 0.959 -2.427 4.175
C 2.345 -2.963 4.043
C 2.667 -4.174 4.661
C 3.927 -4.741 4.561
C 4.907 -4.084 3.832
C 4.607 -2.878 3.222
C 3.339 -2.295 3.302
C 3.095 -0.992 2.616
Sb 2.583 -1.128 0.495
C 4.514 -1.949 -0.059
C 3.200 0.894 0.147
H -1.003 -4.826 4.672
H 0.118 -5.672 3.579
H -1.593 -5.520 3.145
H -2.235 -2.524 4.438
H -2.965 -2.404 2.820
H -1.929 -1.099 3.426
H 0.500 -2.763 5.107
H 0.905 -1.340 4.130
H 1.898 -4.675 5.240
H 4.141 -5.683 5.054
H 5.903 -4.503 3.745
H 5.377 -2.356 2.664
H 4.009 -0.394 2.616
H 2.295 -0.402 3.063
H 5.326 -1.378 0.396
H 4.617 -1.906 -1.144
H 4.584 -2.990 0.256
H 4.170 1.057 0.619
H 2.458 1.572 0.565
H 3.284 1.084 -0.923
O 0.197 0.931 3.690
C -0.374 0.907 2.614
O 0.029 0.225 1.586
C -1.730 1.693 2.426
O -2.240 2.236 3.387
O -2.244 1.617 1.242
O 2.533 1.624 -6.432
C 2.059 0.517 -6.121
O 1.995 -0.547 -6.769
C 1.434 0.446 -4.701
C 0.823 -0.721 -4.258
C 0.242 -0.753 -3.005
N 0.251 0.303 -2.190
C 0.854 1.428 -2.593
C 1.451 1.536 -3.838
C 0.826 2.591 -1.605
O 1.362 3.644 -1.926
O 0.235 2.354 -0.491
H 0.809 -1.579 -4.916
H -0.256 -1.640 -2.631
H 1.920 2.461 -4.140
C -2.148 4.542 -0.336
C -2.153 3.989 -1.760
P -2.667 2.230 -1.853
C -4.417 2.259 -1.299
C -5.357 3.241 -1.990
C -2.719 1.875 -3.666
C -2.833 3.055 -4.628
H -1.874 5.599 -0.352
H -1.427 4.009 0.278
H -3.124 4.449 0.144
H -1.145 4.051 -2.178
H -2.805 4.582 -2.407
H -4.365 2.443 -0.223
H -4.778 1.234 -1.411
H -5.006 4.270 -1.893
H -6.356 3.191 -1.550
H -5.454 3.018 -3.055
H -3.541 1.169 -3.808
H -1.809 1.313 -3.892
H -3.728 3.652 -4.448
H -2.869 2.693 -5.657
H -1.968 3.714 -4.546
I -3.378 -1.621 -2.104
C -2.037 -1.348 -0.441
H -2.659 -1.533 0.432
H -1.326 -2.166 -0.530
*
```

***

It is found that the total energy values, taken in the order of the records, are -12412.0895, -33574.1095, -81739.7103, -83199.3865 eV.